{"formula": "CHN2O2P", "method": "ωB97M-V/def2-TZVPD", "lumo_energy_ev": [-2.2, -1.8], "gap_ha": [0.2882, 0.2865], "relative_energy_kcal_mol": 33.3, "molar_mass_g_mol": 104.00, "e_tot_ha": -639.866401, "species": ["P", "O", "O", "N", "N", "C", "H"], "coordinates": [[0.991489, 0.302197, 0.064951], [-1.581001, 1.074336, 1.949695], [0.406251, 1.034824, 2.926947], [-0.411323, 1.026826, 2.076850], [1.620743, -2.294107, 1.117108], [1.387027, -1.235853, 0.700801], [0.202873, -0.149942, -0.924924]], "forces_ev_per_angstrom": [[0.944, 2.571, 1.097], [-0.291, 0.355, 0.826], [-0.660, 0.395, 0.842], [1.280, -1.183, -2.142], [0.025, 0.761, -0.177], [-0.042, -2.104, 0.637], [-1.256, -0.795, -1.083]]}